The following is a DFT calculation (ωB97M-V/def2-TZVPD) of C17H100Li2O35 as an isolated structure at a distorted geometry.

The gap between HOMO and LUMO comes out at 7.856 eV. As for the total energy: -3356.3370 a.u. The value obtained for the HOMO energy is -0.30392 hartree. As for the strongest force on any atom: 3.52 eV/Å.

Cartesian coordinates (Å):
Li (-2.517, 0.792, -2.072)
Li (0.886, 0.273, -1.967)
O (-1.057, -0.414, -1.224)
C (-0.779, -0.135, 0.149)
C (0.489, 0.725, 0.565)
O (1.713, 0.640, -0.102)
H (-1.007, -1.054, 0.690)
H (-1.688, 0.387, 0.448)
H (0.612, 0.598, 1.640)
H (0.207, 1.777, 0.522)
O (-3.613, -2.531, -0.086)
H (-2.831, -1.982, -0.147)
H (-3.476, -3.055, 0.703)
O (3.328, -1.397, 0.685)
H (2.821, -2.209, 0.687)
H (2.759, -0.760, 0.253)
O (-2.421, 5.172, -1.218)
H (-3.128, 5.629, -1.675)
H (-2.549, 5.394, -0.296)
O (4.789, -1.427, -3.683)
H (5.513, -1.814, -3.189)
H (4.608, -0.602, -3.234)
O (0.425, -2.981, -1.404)
H (0.072, -2.105, -1.562)
H (0.739, -2.953, -0.500)
O (2.451, -0.399, 3.554)
H (3.217, 0.081, 3.867)
H (2.619, -0.538, 2.622)
O (5.062, 0.893, 3.946)
H (5.934, 0.574, 3.711)
H (4.844, 1.523, 3.260)
O (-3.269, 2.504, -1.242)
H (-3.128, 3.438, -1.396)
H (-3.048, 2.376, -0.320)
O (-0.427, -0.855, -5.501)
H (-0.615, -1.108, -6.405)
H (-0.829, -1.542, -4.970)
O (-2.341, 1.048, -3.966)
H (-2.211, 0.164, -4.308)
H (-2.193, 1.621, -4.718)
O (-4.080, -3.538, -2.642)
H (-4.018, -4.473, -2.446)
H (-4.043, -3.111, -1.786)
O (0.747, 1.924, -5.694)
H (0.320, 1.082, -5.540)
H (0.285, 2.293, -6.447)
O (1.848, -0.631, -3.471)
H (1.582, -0.451, -4.373)
H (2.736, -0.978, -3.547)
O (5.495, 3.838, -1.046)
H (4.542, 3.760, -1.000)
H (5.818, 3.196, -0.413)
O (1.667, -4.773, -4.030)
H (1.547, -3.960, -3.539)
H (0.805, -5.190, -4.018)
O (-2.043, -1.936, -3.611)
H (-1.683, -1.499, -2.839)
H (-2.505, -2.698, -3.262)
O (-4.235, -0.137, -1.681)
H (-4.476, -0.996, -1.336)
H (-5.070, 0.275, -1.904)
O (2.827, 4.678, 2.033)
H (2.098, 4.419, 2.597)
H (3.418, 3.926, 2.043)
O (4.469, 0.458, -1.958)
H (4.232, -0.155, -1.262)
H (4.097, 1.294, -1.679)
O (3.673, 2.146, 1.769)
H (4.436, 1.854, 1.269)
H (2.953, 1.605, 1.445)
O (6.422, -2.359, -0.020)
H (5.480, -2.189, 0.003)
H (6.578, -2.731, -0.888)
O (2.739, 3.088, -1.052)
H (2.362, 2.366, -0.549)
H (1.991, 3.644, -1.271)
O (0.550, 2.082, -2.862)
H (0.555, 2.880, -2.334)
H (0.373, 2.385, -3.753)
O (1.431, -3.239, 1.036)
H (2.207, -3.743, 1.281)
H (0.872, -3.267, 1.813)
O (4.741, -2.947, 2.950)
H (4.303, -2.308, 2.388)
H (4.848, -2.496, 3.788)
O (6.353, 1.815, 0.977)
H (6.815, 1.349, 0.280)
H (7.011, 1.937, 1.661)
O (-1.595, -4.978, -2.311)
H (-1.103, -4.326, -1.812)
H (-0.978, -5.698, -2.440)
O (-2.385, -4.095, 2.171)
H (-1.890, -3.518, 2.752)
H (-2.120, -4.979, 2.426)
C (1.119, -7.825, -1.646)
C (1.512, -6.967, -0.503)
C (0.293, -6.535, 0.285)
O (2.361, -7.634, 0.374)
H (0.780, -8.822, -1.364)
H (1.850, -7.902, -2.452)
H (0.275, -7.345, -2.141)
H (2.080, -6.082, -0.791)
H (-0.170, -5.619, -0.082)
H (0.563, -6.237, 1.298)
H (-0.415, -7.353, 0.419)
H (2.813, -7.034, 0.972)
C (-1.566, 3.304, 3.016)
C (-2.951, 3.993, 2.729)
C (-3.506, 4.948, 3.836)
O (-2.984, 4.701, 1.466)
H (-1.611, 2.455, 3.699)
H (-1.021, 4.157, 3.419)
H (-1.032, 2.961, 2.130)
H (-3.714, 3.222, 2.622)
H (-4.531, 5.300, 3.715)
H (-2.881, 5.827, 3.988)
H (-3.307, 4.420, 4.768)
H (-3.888, 4.676, 1.142)
C (0.130, 6.071, -3.443)
C (1.139, 5.492, -2.493)
C (1.758, 6.506, -1.520)
O (0.556, 4.583, -1.669)
H (0.650, 6.705, -4.161)
H (-0.693, 6.570, -2.932)
H (-0.427, 5.433, -4.130)
H (1.871, 5.004, -3.137)
H (2.413, 6.020, -0.797)
H (0.972, 7.047, -0.993)
H (2.301, 7.261, -2.088)
H (-0.077, 4.977, -1.064)
C (-1.552, -0.706, 4.292)
C (-0.638, -1.651, 5.025)
C (-1.308, -2.840, 5.706)
O (0.355, -2.126, 4.113)
H (-1.062, 0.104, 3.751)
H (-2.280, -0.240, 4.955)
H (-2.136, -1.231, 3.536)
H (-0.004, -1.150, 5.757)
H (-2.070, -3.338, 5.107)
H (-1.941, -2.456, 6.506)
H (-0.605, -3.567, 6.113)
H (1.014, -1.437, 3.997)
C (-7.149, 0.356, 1.939)
C (-5.888, 1.216, 2.039)
C (-4.681, 0.301, 1.741)
O (-5.939, 2.100, 0.937)
H (-7.342, -0.042, 0.943)
H (-8.047, 0.824, 2.341)
H (-6.985, -0.523, 2.563)
H (-5.831, 1.748, 2.989)
H (-4.695, -0.467, 2.513)
H (-3.688, 0.746, 1.678)
H (-4.737, -0.245, 0.799)
H (-6.414, 1.706, 0.202)



The following is a DFT calculation (ωB97M-V/def2-TZVPD) of C20H34As3CoN3O2 as an isolated structure at a distorted geometry.

The gap between HOMO and LUMO (alpha / beta) comes out at 7.068 / 5.750 eV. As for the total energy: -9186.2509 a.u. Its expectation value of S² is 6.126. The value obtained for the HOMO energy (alpha / beta) is -0.60289 / -0.61674 hartree. The spin multiplicity is 5. Its charge is +3. For the energy relative to the best compared isomer or geometry (same formula, charge and spin), the calculation gives 0.968 eV. As for the strongest force on any atom: 4.68 eV/Å.

Cartesian coordinates (Å):
Co (-0.174, 0.968, 1.666)
O (-0.808, -0.410, 2.908)
C (-0.311, -1.151, 3.816)
C (-1.177, -2.017, 4.552)
C (-0.680, -2.852, 5.513)
C (0.700, -2.896, 5.773)
C (1.565, -2.038, 5.113)
C (1.099, -1.145, 4.149)
C (1.950, -0.170, 3.525)
N (1.639, 0.656, 2.505)
C (2.721, 1.460, 2.317)
C (3.702, 1.127, 3.219)
N (3.208, 0.107, 3.948)
H (-2.233, -1.970, 4.331)
H (-1.358, -3.477, 6.076)
H (1.082, -3.597, 6.499)
H (2.615, -2.074, 5.361)
H (2.738, 2.237, 1.575)
H (4.679, 1.535, 3.378)
H (3.691, -0.336, 4.717)
C (-0.541, 4.341, 0.139)
As (0.326, 2.619, -0.128)
C (2.075, 3.247, -0.778)
C (-0.590, 2.140, -1.853)
C (-0.386, 0.760, -2.512)
C (1.075, 0.339, -2.399)
C (-1.305, -0.289, -1.884)
As (-0.971, -0.759, 0.030)
C (0.172, -2.353, -0.061)
C (-2.703, -1.537, 0.434)
C (-0.779, 0.976, -3.996)
As (-0.912, -0.521, -5.365)
C (0.316, -2.031, -5.115)
C (-2.687, -1.335, -5.271)
H (-0.380, 4.984, -0.732)
H (-0.112, 4.840, 1.012)
H (-1.611, 4.226, 0.310)
H (1.941, 3.685, -1.773)
H (2.831, 2.461, -0.829)
H (2.429, 4.040, -0.110)
H (-0.228, 2.926, -2.527)
H (-1.657, 2.320, -1.689)
H (1.356, 0.291, -1.340)
H (1.721, 1.061, -2.895)
H (1.243, -0.639, -2.846)
H (-1.227, -1.237, -2.435)
H (-2.347, 0.051, -1.934)
H (-0.202, -3.043, -0.823)
H (0.120, -2.845, 0.912)
H (1.211, -2.096, -0.270)
H (-2.949, -2.299, -0.313)
H (-3.479, -0.769, 0.434)
H (-2.682, -2.004, 1.419)
H (-0.072, 1.672, -4.452)
H (-1.772, 1.432, -4.061)
H (1.357, -1.716, -5.115)
H (0.172, -2.719, -5.950)
H (0.071, -2.556, -4.190)
H (-3.467, -0.578, -5.213)
H (-2.741, -2.005, -4.410)
H (-2.854, -1.926, -6.173)
O (-2.641, 1.388, 2.285)
N (-1.766, 1.500, 1.525)



The following is a DFT calculation (ωB97M-V/def2-TZVPD) of AsF6H16O8 as an isolated structure at a distorted geometry.

The gap between HOMO and LUMO comes out at 10.477 eV. As for the total energy: -3446.7413 a.u. The value obtained for the HOMO energy is -0.28953 hartree. Its charge is -1. For the energy relative to the best compared isomer or geometry (same formula, charge and spin), the calculation gives 0.105 eV. As for the strongest force on any atom: 1.20 eV/Å.

Cartesian coordinates (Å):
As (0.530, -0.052, 0.476)
F (1.628, 0.556, -0.749)
F (-0.163, -1.169, -0.695)
F (-0.597, -0.633, 1.682)
F (1.234, 1.128, 1.567)
F (-0.682, 1.104, -0.040)
F (1.779, -1.176, 0.937)
O (4.510, -1.070, -0.914)
H (3.566, -1.263, -1.008)
H (4.944, -1.641, -1.556)
O (-1.179, 2.629, -2.554)
H (-1.100, 1.852, -1.984)
H (-1.912, 3.123, -2.175)
O (-3.247, -1.601, -0.648)
H (-2.300, -1.648, -0.853)
H (-3.516, -2.514, -0.515)
O (-0.995, -2.497, -3.627)
H (-1.102, -1.947, -4.410)
H (-0.250, -2.106, -3.153)
O (4.484, -0.719, 1.864)
H (4.905, -0.571, 1.008)
H (3.690, -1.223, 1.652)
O (-2.157, -0.756, 4.047)
H (-3.047, -0.513, 3.777)
H (-1.695, -0.935, 3.214)
O (-3.421, 1.088, 0.312)
H (-2.492, 1.331, 0.466)
H (-3.387, 0.192, -0.063)
O (0.452, 3.947, 1.517)
H (0.970, 3.210, 1.862)
H (0.551, 3.874, 0.562)



The following is a DFT calculation (ωB97M-V/def2-TZVPD) of the molecule C2H4N2S3 at a distorted geometry.

The gap between HOMO and LUMO (alpha / beta) comes out at 7.892 / 7.891 eV. As for the total energy: -1382.5289 a.u. The value obtained for the HOMO energy (alpha / beta) is -0.29089 / -0.29084 hartree. For the energy relative to the best compared isomer or geometry (same formula, charge and spin), the calculation gives 3.895 eV. As for the strongest force on any atom: 5.93 eV/Å.

Cartesian coordinates (Å):
C (-0.870, -1.952, -0.145)
C (-0.796, 0.492, 0.471)
N (0.340, -1.915, 0.147)
N (0.981, -0.902, 0.422)
S (-1.901, -0.470, -0.391)
S (-0.525, 2.074, -0.154)
S (2.355, -0.354, -0.386)
H (-1.494, -2.766, -0.409)
H (-0.880, 0.343, 1.571)
H (0.541, 2.284, 0.725)
H (1.846, -0.412, -1.650)